The following is a DFT calculation (ωB97M-V with the def2-TZVPD basis set) of C25H42Cl3N4O3SiZn as an isolated structure in a non-equilibrium geometry.

Last column: Mulliken charge in e.
Element x y z (Å)
Zn (1.0056, -2.5293, 0.9473)  0.540
Cl (-0.0607, -4.0806, -0.2130)  -0.595
Cl (-0.0214, -0.7335, 1.1395)  0.127
Cl (3.2016, -2.5293, 0.4945)  -0.613
Si (0.9522, -1.7899, -3.6540)  -0.003
O (-3.2072, -0.0128, 0.5532)  -0.612
O (0.3023, 1.1425, -2.4435)  -0.350
O (1.1497, -2.8706, 3.0809)  -0.795
N (-0.0526, -0.1350, 3.0790)  0.194
N (-0.4979, 1.1128, 6.8489)  -0.471
N (1.4762, -5.1246, 2.8618)  0.281
N (-3.3360, 1.3013, -1.3359)  0.339
C (-3.7969, 2.5682, -1.9065)  -0.923
C (1.9191, -3.8807, 3.1055)  0.122
C (-1.4873, 0.5983, 4.7592)  -0.776
C (1.1253, 3.2256, 2.0086)  -0.676
C (1.7053, -0.5113, -4.7863)  -0.454
C (1.6413, 2.5406, -4.0064)  -1.834
C (-0.2194, 3.5396, 2.2101)  -0.567
C (-0.7382, 2.5302, 0.0741)  0.658
C (0.6209, 2.3142, -0.1879)  0.382
C (0.9573, 0.7794, 4.9727)  -0.768
C (0.0642, -5.4640, 3.0464)  -0.934
C (1.5539, 2.6150, 0.8357)  -0.862
C (2.1570, -3.2012, -3.1000)  -0.766
C (-3.4323, 1.0689, 0.0200)  0.120
C (0.6854, 2.5627, -2.8436)  1.341
C (-0.7385, -2.5794, -3.6492)  -0.719
C (-0.3322, 0.8438, 5.5440)  1.160
C (2.3551, -6.1873, 2.3973)  -0.966
C (1.1035, 1.8369, -1.5163)  -0.972
C (1.0634, 0.2494, 3.6949)  -0.438
C (-1.2930, 0.1403, 3.4737)  -0.441
C (-0.2550, 3.5843, -2.7646)  -0.067
C (-1.1564, 3.1853, 1.2342)  -0.683
C (-3.1415, 0.1903, -2.2495)  -1.057
C (-0.3478, 4.6672, -3.7441)  -1.836
H (-0.5182, -4.5397, 3.0539)  0.236
H (2.0139, 0.1287, 3.1803)  0.462
H (2.6217, -6.8623, 3.2315)  0.326
H (-3.7169, 1.9895, 0.5737)  0.284
H (3.0029, -3.7704, 3.2695)  0.542
H (2.2466, 0.1507, -4.0720)  -0.135
H (0.6202, 5.2028, -3.8598)  0.365
H (-4.6683, 2.4153, -2.5556)  0.353
H (-4.0572, 3.2448, -1.0863)  0.285
H (-1.0846, 5.3842, -3.3616)  0.381
H (1.9387, 3.5677, -4.2492)  0.428
H (-0.6575, -3.6833, -3.5589)  0.343
H (2.8861, -2.7590, -2.3868)  0.154
H (0.9348, 0.0966, -5.3283)  0.176
H (-2.1134, -0.0468, 2.7794)  0.457
H (-4.1079, -0.2713, -2.5004)  0.363
H (2.6087, 2.3799, 0.6420)  0.357
H (-2.9904, 3.0177, -2.4996)  0.274
H (-1.3819, -2.3388, -4.5142)  0.330
H (-2.2112, 3.4577, 1.3536)  0.237
H (-0.2577, -6.1071, 2.2192)  0.311
H (2.5606, 1.9824, -3.7720)  0.441
H (1.8307, 1.1232, 5.5348)  0.333
H (-0.0653, -6.0009, 3.9977)  0.316
H (0.3154, 1.2400, 7.4545)  0.192
H (-2.4958, 0.7478, 5.1541)  0.329
H (2.7351, -3.7000, -3.9306)  0.349
H (1.1797, 2.1119, -4.9046)  0.155
H (-2.6838, 0.5799, -3.1676)  0.392
H (3.2639, -5.7396, 1.9728)  0.349
H (1.5731, -3.9728, -2.5596)  0.175
H (2.1512, 1.5099, -1.5250)  0.259
H (-1.4074, 1.0750, 7.2674)  0.183
H (-2.4821, -0.5536, -1.7940)  0.096
H (1.8723, 3.5058, 2.7465)  0.391
H (-0.8089, 3.7382, -1.8367)  0.439
H (2.4547, -0.9106, -5.5120)  0.470
H (1.8236, -6.7680, 1.6232)  0.298
H (-1.1921, -2.2110, -2.7181)  0.048
H (-1.4448, 2.2080, -0.6947)  0.552
H (-0.6736, 4.3175, -4.7408)  0.221
H (-0.5397, 4.0920, 3.0937)  0.401

## Properties
LUMO level (alpha / beta) = 1.896 / 1.815 eV
highest occupied orbital energy (alpha / beta) = -1.3 / -1.3 eV
energy relative to the best compared isomer or geometry (same formula, charge and spin) = 223.2 kcal per mole
gap between HOMO and LUMO (alpha / beta) = 3.23 / 3.10 eV
total charge = -1